The following is a quantum chemistry calculation of C28H48Cl4O12S2 as an isolated structure, from OMol25.

Results
ΔE to the lowest compared entry with this formula, charge and spin   1398.6 kJ/mol
HOMO   -8.7 eV
E_LUMO   -0.3 eV
Total energy   -126126.5824 eV
Orbital gap   8.390 eV

Geometry as ORCA input:
```
! RIJCOSX wB97M-V def2-TZVPD def2/J DEFGRID3
* xyz 0 1
C -2.386 -2.401 3.634
C -2.141 -2.042 2.131
C -1.657 -3.303 1.380
S -0.646 -4.180 2.648
O 0.765 -3.861 2.385
O -1.090 -5.533 2.616
C -1.307 -3.265 4.130
H -3.328 -2.937 3.749
H -2.620 -1.537 4.256
H -1.483 -1.175 2.083
H -2.990 -1.619 1.594
H -1.068 -3.240 0.466
H -2.598 -3.818 1.185
H -0.410 -2.691 4.361
H -1.490 -3.935 4.970
C -2.012 0.173 0.379
C -1.722 -0.049 -1.139
C -0.681 1.027 -1.670
S 0.005 1.930 -0.241
O -0.773 3.128 -0.023
O 1.480 1.893 -0.347
C -0.618 0.566 0.879
H -2.260 -0.805 0.789
H -2.848 0.843 0.584
H -2.596 -0.079 -1.790
H -1.313 -1.046 -1.303
H -0.861 1.642 -2.552
H 0.171 0.412 -1.960
H -0.651 0.954 1.897
H 0.072 -0.263 0.723
O 0.255 2.739 -3.400
C 0.361 1.544 -3.851
O -0.467 0.921 -4.684
C -0.087 -0.405 -5.024
C 1.381 -0.463 -4.627
C 1.440 0.565 -3.547
H -0.175 -0.488 -6.108
H -0.713 -1.108 -4.475
H 2.107 -0.065 -5.335
H 1.688 -1.463 -4.323
H 2.498 0.824 -3.541
H 1.322 0.115 -2.561
O 1.665 -0.973 -1.293
C 0.830 -1.853 -1.481
O 0.696 -2.921 -0.714
C -0.074 -3.962 -1.291
C -0.926 -3.264 -2.361
C -0.121 -1.965 -2.725
H -0.781 -4.432 -0.607
H 0.564 -4.741 -1.708
H -1.947 -2.984 -2.103
H -0.813 -4.009 -3.149
H -0.914 -1.239 -2.903
H 0.577 -2.000 -3.562
O 6.411 2.778 1.245
C 5.377 2.167 0.992
O 4.132 2.665 1.413
C 3.099 1.702 1.187
C 3.624 0.677 0.208
C 5.128 0.889 0.191
H 2.185 2.128 0.774
H 3.018 1.218 2.161
H 3.067 0.642 -0.728
H 3.247 -0.266 0.603
H 5.573 1.069 -0.788
H 5.598 0.036 0.680
O 3.265 1.999 -2.690
C 3.068 2.873 -1.837
O 4.059 3.276 -0.940
C 3.549 4.401 -0.144
C 2.441 5.023 -1.072
C 1.810 3.745 -1.673
H 4.336 5.138 0.014
H 3.154 4.110 0.829
H 2.887 5.646 -1.847
H 1.723 5.621 -0.511
H 1.442 3.852 -2.694
H 0.994 3.253 -1.144
Cl -1.076 -0.386 4.506
C -2.291 0.875 4.370
C -1.611 2.053 3.565
Cl -0.458 2.770 4.666
H -2.654 1.136 5.364
H -3.081 0.400 3.790
H -2.419 2.745 3.330
H -1.137 1.840 2.606
Cl -5.892 -1.165 3.316
C -4.913 -1.827 2.040
C -4.503 -0.722 1.080
Cl -3.651 0.586 1.855
H -5.599 -2.534 1.572
H -4.003 -2.268 2.446
H -5.341 -0.250 0.566
H -3.866 -1.059 0.263
*
```

So, what does the Mulliken scheme give us? The charges, in e, come out as: -2.24 1.93 1.61 1.23 -0.63 -0.71 -0.89 0.83 0.47 0.20 -0.45 -2.11 0.52 0.36 0.53 0.68 -0.17 -0.15 2.04 -0.92 -0.69 -2.42 -2.97 0.83 0.43 -1.01 1.78 -1.00 0.95 0.48 -0.72 0.75 -0.38 -0.33 -1.59 0.83 0.49 0.41 0.49 0.64 0.63 -0.40 -0.40 0.90 -0.52 -0.88 -0.73 -1.42 0.40 0.56 0.19 0.38 0.17 1.21 -0.66 0.40 -0.55 -0.32 0.42 -0.60 0.25 0.71 -0.64 0.74 0.25 0.28 -0.71 0.63 -0.40 -0.43 -0.86 0.35 0.52 0.21 0.34 0.32 0.81 -1.16 -0.17 -0.02 -0.24 -0.19 0.59 -0.30 0.53 0.48 -0.19 0.93 -0.86 -0.34 0.50 -0.67 0.59 0.21

***

The following is a quantum chemistry calculation of C6H10O as an isolated structure, from OMol25.

Results
ΔE to the lowest compared entry with this formula, charge and spin   435.4 kJ/mol
HOMO   -7.9 eV
E_LUMO   0.8 eV
Total energy   -8426.7278 eV
Orbital gap   8.729 eV

Geometry as ORCA input:
```
! RIJCOSX wB97M-V def2-TZVPD def2/J DEFGRID3
* xyz 0 1
O -2.732 -0.087 1.449
C -2.790 -1.068 0.803
C -1.136 -1.145 -0.394
C -0.065 -0.539 0.481
C 1.094 0.053 -0.296
C 0.989 1.453 -0.830
C 1.915 1.150 0.318
H -2.519 -1.881 0.112
H -0.856 -2.122 -0.812
H -1.440 -0.479 -1.212
H 0.315 -1.289 1.189
H -0.521 0.261 1.086
H 1.631 -0.656 -0.924
H 1.426 1.675 -1.800
H 0.079 2.008 -0.612
H 2.986 1.166 0.135
H 1.625 1.499 1.306
*
```

So, what does the Mulliken scheme give us? The charges, in e, come out as: -0.34 0.01 -1.04 -0.60 -0.11 -0.54 -0.63 0.55 0.42 0.36 0.26 0.29 0.39 0.26 0.23 0.27 0.23

***

The following is a quantum chemistry calculation of H24O18SV as an isolated structure, from OMol25.

Results
HOMO (spin up / spin down)   -10.4 / -10.4 eV
E_LUMO (spin up / spin down)   -3.3 / -7.3 eV
Total energy   -73763.2214 eV
Expectation value of S²   0.756
Orbital gap (spin up / spin down)   7.052 / 3.032 eV

Geometry as ORCA input:
```
! RIJCOSX wB97M-V def2-TZVPD def2/J DEFGRID3
* xyz 0 2
O 1.070 -0.453 4.289
V 1.830 -0.816 2.927
O 2.593 0.581 2.534
S 0.016 -0.198 0.138
O -1.292 -0.770 -0.106
O 0.224 -0.160 1.598
O 0.984 -1.072 -0.491
O -0.015 1.185 -0.329
O 3.398 -0.048 -1.097
H 2.568 -0.522 -1.045
H 3.983 -0.640 -1.570
O -1.139 2.228 -2.643
H -1.631 2.990 -2.336
H -0.706 1.890 -1.859
O -1.942 1.456 2.190
H -1.250 1.037 1.679
H -1.647 1.385 3.098
O 0.849 -1.273 -3.098
H 0.899 -1.363 -2.147
H 0.126 -1.845 -3.356
O -0.890 3.692 -0.166
H -1.819 3.608 0.053
H -0.552 2.797 -0.122
O -3.847 -0.373 -0.324
H -3.986 -0.171 0.601
H -2.905 -0.526 -0.398
O 2.835 -1.780 1.210
H 3.609 -1.999 0.691
H 2.125 -1.725 0.571
O -2.016 -2.691 1.508
H -1.902 -2.456 2.429
H -1.867 -1.874 1.032
O -1.581 -2.281 -2.365
H -1.723 -1.748 -3.147
H -1.672 -1.668 -1.636
O 2.262 2.313 -1.023
H 2.751 1.492 -0.976
H 1.383 2.087 -0.721
O 0.779 3.571 2.086
H 1.077 2.693 1.848
H 0.153 3.806 1.400
O -0.265 -3.795 -0.461
H 0.104 -2.928 -0.631
H -0.973 -3.636 0.163
*
```

So, what does the Mulliken scheme give us? The charges, in e, come out as: -0.51 1.16 -0.45 0.52 -0.33 -0.20 -1.10 -0.33 -0.74 0.46 0.35 -0.57 0.35 0.43 -0.69 0.18 0.28 -0.71 0.38 0.35 -0.77 0.38 0.53 -0.71 0.30 0.55 -0.61 0.30 0.50 -0.71 0.29 0.29 -0.70 0.31 0.34 -0.20 0.58 0.34 -0.61 0.27 0.48 -0.69 0.28 0.43

***

The following is a quantum chemistry calculation of a 2-piece molecular cluster, C5H11O2 overall, from OMol25.

Results
ΔE to the lowest compared entry with this formula, charge and spin   107.8 kJ/mol
HOMO   -3.8 eV
E_LUMO   3.9 eV
Total energy   -9458.9116 eV
Orbital gap   7.752 eV

Geometry as ORCA input:
```
! RIJCOSX wB97M-V def2-TZVPD def2/J DEFGRID3
* xyz -1 1
C -0.173 -0.229 -1.443
C -0.008 -0.830 -2.835
C -1.708 0.179 -0.969
O -2.111 1.394 -1.092
O -2.175 -0.769 -0.256
H 0.184 -0.835 -0.628
H 0.438 0.687 -1.485
H -0.556 -0.247 -3.575
H -0.348 -1.867 -2.818
H 1.121 -0.818 -3.057
C 1.123 1.002 2.035
C 0.194 -0.105 2.557
H 1.415 1.884 2.615
H 2.070 0.461 1.791
H 0.710 1.258 1.022
H 0.135 -0.004 3.687
H -0.860 0.021 2.073
H 0.548 -1.184 2.378
*
```

So, what does the Mulliken scheme give us? The charges, in e, come out as: -0.14 -1.13 0.52 -0.76 -0.72 0.16 0.21 0.30 0.30 0.27 -0.61 -0.73 0.33 0.21 0.10 0.29 0.18 0.23

***

The following is a quantum chemistry calculation of a 2-piece molecular cluster, C2H6O3P overall, from OMol25.

Results
ΔE to the lowest compared entry with this formula, charge and spin   604.2 kJ/mol
HOMO   -3.3 eV
E_LUMO   4.3 eV
Total energy   -17599.7121 eV
Orbital gap   7.603 eV

Geometry as ORCA input:
```
! RIJCOSX wB97M-V def2-TZVPD def2/J DEFGRID3
* xyz -1 1
C -1.628 0.722 -1.284
C 0.969 -0.403 1.723
O 2.701 -1.568 0.090
O -0.491 1.278 -0.827
O 0.698 0.581 -1.253
P 1.244 -1.432 0.181
H -2.355 0.388 -0.463
H -1.454 -0.192 -1.920
H -2.329 1.389 -1.941
H 0.722 -1.110 2.407
H 0.108 0.268 1.387
H 1.814 0.080 1.900
*
```

So, what does the Mulliken scheme give us? The charges, in e, come out as: -0.62 -0.82 -0.52 -0.23 -0.59 0.33 0.20 0.28 0.22 0.35 0.17 0.24

***

The following is a quantum chemistry calculation of C34H26AsF6N2O3PRbS as an isolated structure, from OMol25.

Results
ΔE to the lowest compared entry with this formula, charge and spin   29.9 kJ/mol
HOMO (spin up / spin down)   -1.7 / -1.7 eV
E_LUMO (spin up / spin down)   3.8 / 3.7 eV
Total energy   -142730.9946 eV
Expectation value of S²   0.760
Orbital gap (spin up / spin down)   5.464 / 5.445 eV

Geometry as ORCA input:
```
! RIJCOSX wB97M-V def2-TZVPD def2/J DEFGRID3
* xyz -2 2
Rb -0.675 0.751 -0.726
O 1.719 2.045 -0.600
N 2.865 2.439 -1.072
C 3.607 1.524 -1.746
C 4.840 1.801 -2.274
C 5.349 3.093 -2.107
C 4.598 4.018 -1.428
C 3.323 3.735 -0.873
S 2.418 4.870 -0.007
H 3.111 0.569 -1.827
H 5.374 1.027 -2.808
H 6.319 3.366 -2.507
H 4.959 5.025 -1.276
O -2.177 3.060 3.069
C -1.601 2.096 2.552
O -1.993 1.327 1.627
C -0.195 1.730 3.123
P 0.172 0.000 2.662
C -1.159 -0.926 3.517
C -1.707 -2.010 2.838
C -2.718 -2.773 3.413
C -3.190 -2.451 4.676
C -2.650 -1.368 5.362
C -1.638 -0.613 4.787
C 1.585 -0.457 3.744
C 2.439 0.478 4.330
C 3.555 0.068 5.052
C 3.837 -1.280 5.207
C 2.998 -2.223 4.624
C 1.892 -1.814 3.896
H -0.159 1.932 4.194
H 0.538 2.376 2.627
H -1.347 -2.240 1.842
H -3.144 -3.603 2.862
H -3.986 -3.034 5.126
H -3.025 -1.107 6.346
H -1.227 0.236 5.321
H 2.238 1.536 4.216
H 4.206 0.814 5.494
H 4.707 -1.597 5.771
H 3.210 -3.281 4.730
H 1.248 -2.557 3.437
C -4.943 -2.050 0.242
C -4.716 -3.406 0.034
C -3.483 -3.872 -0.409
C -2.451 -2.967 -0.663
C -2.762 -1.646 -0.468
C -3.933 -1.117 -0.012
C -1.064 -3.334 -1.032
C -0.777 -4.474 -1.827
C 0.519 -4.761 -2.125
C 1.552 -3.930 -1.633
C 2.924 -4.161 -1.883
C 3.869 -3.318 -1.369
C 3.486 -2.205 -0.586
C 2.168 -1.950 -0.335
C 1.172 -2.813 -0.855
N -0.129 -2.537 -0.574
H -5.901 -1.715 0.619
H -5.508 -4.116 0.243
H -3.318 -4.937 -0.532
H -4.053 -0.057 0.180
H -1.593 -5.069 -2.216
H 0.773 -5.609 -2.751
H 3.210 -5.012 -2.492
H 4.919 -3.496 -1.564
H 4.245 -1.544 -0.187
H 1.848 -1.100 0.258
F 0.215 -0.146 -3.011
As -1.074 -0.148 -4.194
F -1.426 -1.796 -3.757
F 0.007 -0.699 -5.422
F -2.401 -0.156 -5.303
F -0.725 1.493 -4.587
F -2.145 0.385 -2.905
*
```

So, what does the Mulliken scheme give us? The charges, in e, come out as: 1.07 -0.52 0.29 -0.32 -0.89 -0.13 -0.57 -0.17 -0.45 0.65 0.38 0.32 0.36 -0.82 0.21 -0.49 -1.09 1.15 -0.17 -0.06 -0.42 -0.54 -0.62 -0.26 0.29 -0.36 -0.61 -0.40 -0.66 -0.59 0.40 0.63 0.29 0.39 0.35 0.38 0.32 0.34 0.38 0.35 0.37 0.29 -0.41 -0.83 -0.50 0.24 0.75 -0.97 0.42 -0.61 -1.25 1.33 -0.81 -0.57 -0.91 -0.25 -0.50 0.33 0.40 0.36 0.39 0.48 0.44 0.35 0.37 0.38 0.53 0.73 -0.61 2.27 -0.49 -0.52 -0.52 -0.51 -0.59

***

Question: Number 1 is which compound?
Answer: C28H48Cl4O12S2

***

Question: The lowest total energy belongs to which entry?
Answer: C34H26AsF6N2O3PRbS

***

What did the fifth record say?
The following is a quantum chemistry calculation of a 2-piece molecular cluster, C2H6O3P overall, from OMol25.

Results
ΔE to the lowest compared entry with this formula, charge and spin   604.2 kJ/mol
HOMO   -3.3 eV
E_LUMO   4.3 eV
Total energy   -17599.7121 eV
Orbital gap   7.603 eV

Geometry as ORCA input:
```
! RIJCOSX wB97M-V def2-TZVPD def2/J DEFGRID3
* xyz -1 1
C -1.628 0.722 -1.284
C 0.969 -0.403 1.723
O 2.701 -1.568 0.090
O -0.491 1.278 -0.827
O 0.698 0.581 -1.253
P 1.244 -1.432 0.181
H -2.355 0.388 -0.463
H -1.454 -0.192 -1.920
H -2.329 1.389 -1.941
H 0.722 -1.110 2.407
H 0.108 0.268 1.387
H 1.814 0.080 1.900
*
```

So, what does the Mulliken scheme give us? The charges, in e, come out as: -0.62 -0.82 -0.52 -0.23 -0.59 0.33 0.20 0.28 0.22 0.35 0.17 0.24

***

Question: Number 6 is which compound?
Answer: C34H26AsF6N2O3PRbS